1.
{"formula": "C42H57BMgN8O4P", "method": "ωB97M-V/def2-TZVPD", "homo_lumo_gap_ev": 7.9, "e_homo_ev": -10.5534, "charge": 1, "lumo_ev": -2.645, "total_energy_ev": -80007.063, "symbols": ["Mg", "C", "C", "C", "C", "N", "N", "B", "N", "N", "C", "C", "C", "C", "C", "C", "C", "C", "C", "C", "N", "N", "C", "C", "C", "C", "C", "C", "C", "C", "C", "C", "C", "C", "C", "C", "C", "C", "H", "H", "H", "H", "H", "H", "H", "H", "H", "H", "H", "H", "H", "H", "H", "H", "H", "H", "H", "H", "H", "H", "H", "H", "H", "H", "H", "H", "N", "C", "C", "N", "C", "C", "H", "H", "H", "H", "H", "H", "H", "H", "H", "H", "H", "C", "C", "C", "C", "O", "P", "O", "O", "O", "C", "C", "C", "C", "H", "H", "H", "H", "H", "H", "H", "H", "H", "H", "H", "H", "H", "H", "H", "H", "H", "H"], "positions_angstrom": [[-0.0199, 0.5562, 0.2019], [2.5213, 4.4122, 3.0335], [1.5374, 3.2989, 2.9021], [0.5586, 2.8947, 3.7933], [-0.0530, 1.7945, 3.1906], [0.4982, 1.5581, 2.0036], [1.4826, 2.4792, 1.8361], [2.4111, 2.4180, 0.6037], [2.9272, 0.9593, 0.4056], [2.0899, -0.1085, 0.2907], [2.8474, -1.1503, -0.0311], [4.1879, -0.7709, -0.1389], [4.1960, 0.5824, 0.1493], [5.3588, 1.5157, 0.1881], [2.2606, -2.4933, -0.2239], [2.2511, -3.0783, -1.4893], [1.6959, -4.3368, -1.6800], [1.1523, -5.0288, -0.6050], [1.1757, -4.4614, 0.6634], [1.7303, -3.2017, 0.8527], [1.6500, 2.8069, -0.6877], [0.8421, 1.8759, -1.2447], [0.4352, 2.3612, -2.4139], [0.9564, 3.6471, -2.6012], [1.7303, 3.8913, -1.4807], [2.5496, 5.0882, -1.1351], [-0.3331, 1.5215, -3.3440], [-1.1899, 2.0773, -4.2885], [-1.8517, 1.2683, -5.2004], [-1.6723, -0.1078, -5.1778], [-0.8150, -0.6701, -4.2410], [-0.1450, 0.1398, -3.3371], [-1.0779, 0.8885, 3.7579], [-2.4310, 1.1984, 3.7132], [-3.3666, 0.3243, 4.2522], [-2.9532, -0.8547, 4.8555], [-1.5986, -1.1699, 4.9089], [-0.6662, -0.3046, 4.3552], [2.3341, 4.9537, 3.9582], [3.5452, 4.0386, 3.0550], [2.4427, 5.1142, 2.2033], [0.3390, 3.3186, 4.7582], [3.3342, 3.1553, 0.7662], [5.0333, -1.3971, -0.3665], [6.2703, 0.9658, -0.0358], [5.2515, 2.3150, -0.5455], [5.4657, 1.9771, 1.1696], [2.6817, -2.5379, -2.3236], [1.7015, -4.7836, -2.6659], [0.7425, -6.0206, -0.7492], [0.7923, -5.0142, 1.5127], [1.7796, -2.7676, 1.8454], [0.8380, 4.2900, -3.4568], [2.4809, 5.8234, -1.9338], [2.1991, 5.5550, -0.2138], [3.5991, 4.8269, -0.9964], [-1.3411, 3.1496, -4.3008], [-2.5136, 1.7134, -5.9322], [-2.1821, -0.7340, -5.8982], [-0.6383, -1.7403, -4.2412], [0.5789, -0.2872, -2.6503], [-2.7557, 2.1048, 3.2204], [-4.4186, 0.5700, 4.1912], [-3.6817, -1.5228, 5.2982], [-1.2698, -2.0795, 5.3958], [0.3917, -0.5348, 4.4028], [-3.4067, -2.9293, -0.0940], [-2.1673, -3.1822, -0.9093], [-1.2780, -1.9501, -0.8643], [-0.9739, -1.4894, 0.4935], [-2.1957, -1.3542, 1.3007], [-3.0351, -2.6110, 1.3336], [-4.0342, -3.7306, -0.1420], [-3.9074, -2.1207, -0.4795], [-2.4718, -3.4114, -1.9294], [-1.6786, -4.0527, -0.4716], [-1.7708, -1.1239, -1.3861], [-0.3527, -2.1823, -1.3923], [-0.3475, -2.1428, 0.9572], [-2.8108, -0.5454, 0.9020], [-1.9370, -1.0655, 2.3149], [-3.9517, -2.4444, 1.8964], [-2.5166, -3.4898, 1.7196], [-2.8677, 5.3381, -0.1877], [-2.9792, 4.4456, 1.0399], [-2.1360, 4.9962, 2.1779], [-4.4249, 4.2623, 1.4737], [-2.3608, 3.1649, 0.7210], [-3.0025, 1.8849, 0.0447], [-4.0040, 1.1619, 0.8750], [-1.7954, 1.0484, -0.3532], [-3.6728, 2.4950, -1.2758], [-4.6957, 1.8137, -2.0493], [-6.0261, 1.8556, -1.3105], [-4.2643, 0.3761, -2.3327], [-4.7871, 2.6110, -3.3400], [-3.2330, 6.3398, 0.0448], [-3.4500, 4.9319, -1.0121], [-1.8247, 5.4105, -0.4998], [-2.4725, 5.9994, 2.4421], [-1.0877, 5.0416, 1.8791], [-2.2116, 4.3614, 3.0621], [-4.8309, 5.2269, 1.7813], [-4.4969, 3.5687, 2.3116], [-5.0360, 3.8749, 0.6581], [-5.9514, 1.3567, -0.3464], [-6.7943, 1.3723, -1.9172], [-6.3294, 2.8911, -1.1476], [-4.2735, -0.1893, -1.3939], [-3.2581, 0.3565, -2.7548], [-4.9569, -0.0884, -3.0367], [-5.0570, 3.6434, -3.1160], [-5.5506, 2.1876, -3.9942], [-3.8311, 2.6048, -3.8597]], "atomic_forces_ev_per_a": [[0.281, 0.043, 0.135], [-0.007, 0.005, -0.009], [-0.023, -0.014, 0.015], [0.054, -0.023, 0.023], [-0.003, 0.001, 0.042], [-0.125, -0.007, -0.100], [0.023, -0.009, 0.015], [0.011, -0.002, -0.034], [0.089, 0.042, 0.033], [-0.155, 0.079, 0.051], [0.057, -0.068, 0.000], [-0.035, 0.039, 0.017], [-0.007, -0.047, -0.024], [-0.007, 0.007, -0.005], [0.006, 0.006, -0.046], [-0.028, 0.004, 0.011], [-0.007, 0.003, 0.005], [-0.005, 0.000, -0.010], [0.003, 0.001, 0.012], [0.017, -0.024, 0.009], [-0.032, -0.093, 0.055], [-0.046, 0.062, -0.114], [-0.004, 0.013, 0.039], [0.012, -0.004, -0.021], [0.035, 0.004, -0.004], [0.003, 0.001, -0.003], [0.004, -0.020, 0.023], [0.001, 0.002, 0.016], [-0.004, 0.011, -0.003], [0.004, -0.005, -0.009], [0.006, -0.008, 0.019], [0.007, 0.002, -0.040], [0.019, -0.002, -0.065], [-0.030, -0.021, -0.055], [0.001, 0.015, -0.025], [0.008, -0.023, 0.004], [-0.005, 0.012, -0.013], [0.000, 0.021, 0.059], [0.000, 0.001, -0.001], [-0.001, -0.003, -0.001], [0.004, 0.004, 0.002], [0.004, 0.002, 0.001], [-0.007, 0.003, 0.011], [0.006, 0.006, 0.003], [0.003, 0.002, 0.005], [0.000, -0.003, -0.001], [0.000, 0.002, 0.000], [0.004, -0.004, -0.003], [0.000, -0.002, -0.001], [0.001, 0.000, -0.002], [0.000, 0.000, -0.001], [0.005, 0.008, -0.004], [0.002, 0.005, 0.004], [0.003, -0.001, -0.002], [-0.004, 0.002, 0.001], [-0.002, 0.000, 0.001], [-0.008, 0.003, -0.005], [0.003, 0.004, -0.002], [0.001, -0.003, 0.000], [-0.004, 0.003, -0.003], [-0.001, -0.002, 0.004], [0.002, -0.009, 0.006], [-0.002, -0.003, 0.006], [-0.001, 0.001, -0.001], [-0.003, -0.002, -0.004], [-0.001, 0.003, -0.007], [0.021, 0.018, 0.005], [0.006, -0.012, -0.002], [-0.108, -0.040, -0.025], [0.048, 0.008, 0.199], [-0.052, 0.048, 0.046], [-0.025, -0.004, -0.055], [-0.015, 0.006, 0.001], [0.010, 0.004, -0.005], [-0.002, 0.003, 0.001], [-0.006, -0.008, 0.003], [0.003, 0.001, -0.002], [0.009, -0.015, 0.024], [0.105, -0.004, -0.174], [0.021, 0.059, 0.037], [0.041, -0.069, 0.035], [-0.006, -0.011, -0.005], [0.012, 0.012, 0.016], [-0.005, -0.006, 0.015], [-0.010, -0.002, -0.012], [0.000, 0.001, 0.027], [-0.026, 0.012, -0.023], [0.054, 0.022, 0.011], [-0.010, 0.003, -0.035], [0.017, -0.031, 0.028], [-0.203, -0.023, -0.091], [0.017, -0.036, 0.003], [-0.033, 0.024, -0.004], [-0.023, 0.007, -0.004], [0.029, 0.013, 0.014], [0.013, -0.004, 0.000], [-0.002, -0.010, 0.005], [-0.003, 0.000, -0.017], [0.006, 0.000, -0.004], [0.004, 0.000, 0.000], [0.006, 0.000, -0.002], [0.002, 0.005, -0.010], [-0.005, 0.001, -0.002], [0.000, -0.001, -0.002], [0.012, 0.010, 0.024], [0.000, 0.001, -0.014], [-0.010, 0.000, 0.000], [0.002, -0.008, -0.003], [-0.013, 0.007, -0.012], [0.008, -0.001, -0.018], [-0.003, 0.001, 0.015], [-0.002, 0.000, -0.003], [-0.001, 0.001, -0.001], [-0.007, -0.002, 0.004]]}

---

2.
{"formula": "C42H57MnN2O2SbSi3", "method": "ωB97M-V/def2-TZVPD", "homo_lumo_gap_ev": [7.6, 8.5], "e_homo_ev": [-11.0970, -11.0938], "multiplicity": 5, "charge": 1, "lumo_ev": [-3.527, -2.553], "total_energy_ev": -113045.841, "symbols": ["Mn", "O", "C", "C", "C", "C", "C", "C", "C", "C", "C", "O", "C", "C", "C", "C", "C", "C", "C", "C", "C", "C", "C", "C", "N", "C", "C", "C", "C", "C", "C", "C", "C", "C", "C", "C", "C", "H", "H", "H", "H", "H", "H", "H", "H", "H", "H", "H", "H", "H", "H", "H", "H", "H", "H", "H", "H", "H", "H", "H", "H", "H", "H", "H", "C", "Si", "C", "C", "Sb", "Si", "C", "C", "C", "Si", "C", "C", "C", "H", "H", "H", "H", "H", "H", "H", "H", "H", "H", "H", "H", "H", "H", "H", "H", "H", "H", "H", "H", "H", "H", "H", "H", "H", "H", "H", "N", "H", "H", "H"], "positions_angstrom": [[-0.0613, -0.1677, 0.5910], [-1.8712, -0.2487, 0.3777], [-2.8703, 0.6962, 0.6301], [-2.4948, 2.0239, -0.0727], [-1.2065, 2.6879, 0.3165], [-1.2257, 4.0135, 0.7297], [-0.0360, 4.6812, 0.9514], [1.1473, 4.0111, 0.7027], [1.1148, 2.6840, 0.2961], [2.3840, 2.0099, -0.1206], [2.7731, 0.6822, 0.5821], [1.7592, -0.2682, 0.3519], [3.0434, 0.7793, 2.0853], [3.2452, -0.4303, 2.7521], [3.5043, -0.4704, 4.1112], [3.5603, 0.7139, 4.8394], [3.3884, 1.9214, 4.1846], [3.1440, 1.9549, 2.8139], [4.0674, 0.2745, -0.1482], [5.3193, 0.2953, 0.4608], [6.4627, -0.0206, -0.2619], [6.3742, -0.3441, -1.6061], [5.1331, -0.3548, -2.2246], [3.9928, -0.0487, -1.5003], [-0.0471, 2.0207, 0.1392], [-4.1880, 0.2744, -0.0369], [-4.1767, -0.6031, -1.1103], [-5.3606, -0.9737, -1.7341], [-6.5671, -0.4481, -1.3021], [-6.5834, 0.4556, -0.2480], [-5.4022, 0.8122, 0.3827], [-3.1137, 0.7803, 2.1418], [-3.1163, 1.9486, 2.8899], [-3.3404, 1.9098, 4.2637], [-3.5766, 0.7045, 4.9011], [-3.5985, -0.4704, 4.1562], [-3.3687, -0.4296, 2.7918], [-3.3184, 2.7298, 0.0223], [-2.4111, 1.7480, -1.1270], [-2.1699, 4.5298, 0.8362], [-0.0309, 5.7124, 1.2790], [2.0938, 4.5269, 0.7866], [3.2185, 2.7070, -0.0575], [2.2613, 1.7326, -1.1691], [3.1981, -1.3417, 2.1711], [3.6668, -1.4221, 4.6024], [3.7496, 0.6942, 5.9045], [3.4580, 2.8489, 4.7387], [3.0436, 2.9141, 2.3299], [5.4226, 0.5665, 1.5015], [7.4250, -0.0107, 0.2334], [7.2674, -0.5806, -2.1694], [5.0525, -0.6051, -3.2751], [3.0258, -0.0704, -1.9905], [-3.2267, -0.9941, -1.4524], [-5.3390, -1.6740, -2.5600], [-7.4909, -0.7324, -1.7886], [-7.5206, 0.8824, 0.0848], [-5.4354, 1.5073, 1.2132], [-2.9492, 2.9037, 2.4141], [-3.3365, 2.8301, 4.8341], [-3.7547, 0.6763, 5.9680], [-3.8063, -1.4176, 4.6382], [-3.3796, -1.3428, 2.2087], [-2.0283, -5.8736, -0.6456], [-2.1937, -3.9995, -0.5247], [-2.4603, -3.3369, -2.2778], [-3.6020, -3.6143, 0.6655], [-0.0424, -2.7449, 0.2981], [1.7663, -3.6476, -1.3519], [1.4110, -5.4675, -1.7087], [3.4710, -3.5304, -0.5697], [1.5938, -2.6461, -2.9418], [0.5429, -4.1438, 2.4566], [2.3949, -4.2115, 2.8152], [-0.0807, -5.9172, 2.3246], [-0.3474, -3.1935, 3.8301], [-2.9577, -6.2688, -1.0640], [-1.8757, -6.3519, 0.3196], [-1.2155, -6.1743, -1.3051], [-3.5199, -3.3113, -2.5416], [-1.9569, -3.9797, -3.0028], [-2.0611, -2.3269, -2.3886], [-4.4990, -4.1760, 0.3945], [-3.8565, -2.5555, 0.6485], [-3.3371, -3.8892, 1.6896], [1.2012, -6.0302, -0.7976], [2.2849, -5.9190, -2.1841], [0.5670, -5.5850, -2.3892], [3.6047, -4.3031, 0.1894], [3.6292, -2.5610, -0.1025], [4.2466, -3.6678, -1.3268], [0.6273, -2.8349, -3.4130], [2.3727, -2.9115, -3.6599], [1.6680, -1.5747, -2.7429], [2.8902, -4.9570, 2.1908], [2.5635, -4.4926, 3.8574], [2.8848, -3.2539, 2.6438], [0.2395, -6.3830, 1.3915], [-1.1681, -5.9722, 2.3809], [0.3258, -6.5124, 3.1454], [0.0854, -2.1951, 3.9274], [-0.2653, -3.6896, 4.7994], [-1.4093, -3.0786, 3.5995], [-0.0871, 0.3479, 2.8820], [-0.9230, 0.0055, 3.3474], [-0.0776, 1.3551, 3.0119], [0.7268, -0.0125, 3.3675]], "atomic_forces_ev_per_a": [[0.151, 1.347, 0.342], [-0.190, -0.299, -0.171], [-0.183, 0.461, 0.075], [0.037, -0.318, 0.235], [-0.087, 0.103, -0.027], [0.056, 0.068, -0.053], [0.021, -0.121, -0.034], [-0.079, 0.077, -0.004], [0.108, 0.145, -0.004], [-0.037, -0.312, 0.326], [0.124, 0.476, -0.100], [0.202, -0.179, -0.126], [-0.098, -0.095, -0.092], [-0.114, 0.015, 0.019], [-0.074, -0.040, -0.048], [-0.009, 0.040, 0.000], [0.037, 0.015, 0.073], [-0.052, -0.033, -0.085], [-0.026, -0.207, 0.075], [-0.082, 0.007, -0.055], [0.020, -0.012, -0.061], [0.094, -0.010, 0.059], [-0.106, -0.049, -0.057], [-0.029, -0.116, -0.024], [-0.138, -0.160, 0.444], [0.031, -0.124, 0.009], [0.132, 0.018, -0.046], [0.032, 0.001, -0.005], [-0.053, 0.013, -0.016], [-0.012, -0.002, -0.035], [0.001, -0.028, 0.008], [0.079, -0.066, -0.096], [0.017, -0.056, -0.121], [0.001, 0.036, 0.082], [0.006, 0.021, 0.033], [0.033, -0.040, -0.073], [0.063, 0.016, 0.045], [0.032, 0.070, -0.015], [-0.069, 0.098, -0.036], [-0.034, -0.066, 0.021], [-0.003, 0.007, -0.026], [0.042, -0.078, 0.023], [-0.040, 0.077, -0.010], [0.066, 0.130, -0.005], [0.008, -0.011, -0.002], [-0.004, 0.008, 0.004], [0.019, -0.005, -0.009], [-0.014, -0.002, -0.016], [-0.036, 0.078, -0.068], [-0.031, -0.020, 0.053], [0.001, 0.022, -0.014], [-0.009, -0.011, 0.002], [-0.005, 0.010, 0.001], [0.067, -0.014, 0.031], [-0.141, 0.047, 0.082], [-0.002, 0.029, -0.016], [0.001, -0.003, 0.008], [0.003, -0.012, 0.016], [0.024, -0.015, 0.027], [0.005, 0.053, -0.021], [-0.001, -0.003, -0.016], [-0.004, 0.012, -0.007], [0.013, 0.009, 0.019], [-0.001, 0.056, 0.069], [0.202, 0.247, 0.091], [-0.268, 0.030, -0.150], [0.083, -0.003, 0.220], [0.244, 0.070, -0.108], [0.212, -1.953, -0.007], [0.119, -0.082, -0.196], [-0.055, 0.291, 0.057], [-0.264, 0.071, 0.004], [0.003, -0.012, 0.306], [0.007, 0.172, 0.327], [-0.209, 0.108, -0.233], [-0.019, 0.309, -0.110], [0.095, -0.135, -0.255], [-0.049, 0.093, -0.024], [-0.028, 0.003, 0.005], [-0.029, -0.014, 0.008], [0.003, -0.036, 0.049], [0.045, -0.017, 0.026], [-0.007, -0.080, -0.070], [0.035, -0.037, -0.067], [-0.007, -0.009, -0.050], [0.024, -0.032, -0.005], [0.015, -0.015, -0.008], [0.035, 0.043, -0.005], [0.000, -0.009, 0.003], [-0.033, 0.005, -0.055], [0.058, 0.133, 0.028], [-0.040, 0.003, -0.054], [-0.020, -0.016, 0.021], [0.035, -0.039, 0.032], [-0.015, -0.069, -0.007], [-0.032, 0.008, 0.012], [-0.108, -0.020, 0.028], [0.014, -0.040, 0.021], [-0.008, -0.016, 0.012], [-0.010, 0.004, -0.008], [0.044, 0.080, 0.054], [0.000, -0.031, 0.019], [0.048, -0.057, -0.022], [0.002, 0.022, -0.006], [0.019, 0.015, -0.467], [-0.066, -0.047, -0.032], [0.002, 0.043, 0.016], [0.158, -0.035, 0.013]]}

---

ΔE to the lowest compared entry with this formula, charge and spin readings, ordered: 0.0 4.7 kcal per mole